Computed, not measured: H14LiO7 as an isolated structure in a non-equilibrium geometry, with ωB97M-V with the def2-TZVPD basis set.

Properties
- Gap between HOMO and LUMO: 10.10 eV
- Charge: +1
- Calculated total energy: -542.40821 Ha
- Strongest force on any atom: 7.8 eV/Å
- E_HOMO: -13.73 eV
- ΔE to the lowest compared entry with this formula, charge and spin: 53.9 kcal per mole

Cartesian coordinates (Å):
1 Li -0.172 -0.516 0.077
2 O 1.231 -1.339 0.620
3 H 1.570 -1.679 -0.231
4 H 1.681 -1.966 1.054
5 O 1.424 2.235 -1.848
6 H 1.319 1.875 -0.891
7 H 1.169 3.061 -1.791
8 O 1.300 1.200 0.607
9 H 2.015 0.605 0.694
10 H 0.887 1.544 1.458
11 O -1.636 -1.563 -0.305
12 H -1.291 -2.369 0.306
13 H -2.505 -1.339 -0.172
14 O -1.714 0.819 -0.082
15 H -2.148 1.358 0.662
16 H -2.270 0.738 -0.783
17 O 0.584 -0.671 -2.116
18 H 1.016 0.053 -2.596
19 H -0.080 -0.986 -2.716
20 O -0.522 -0.336 2.495
21 H -0.844 -1.214 2.856
22 H -1.009 0.480 2.705



Computed, not measured: a 6-piece molecular cluster, H14NO5 overall in a non-equilibrium geometry, with ωB97M-V with the def2-TZVPD basis set.

Properties
- Gap between HOMO and LUMO: 11.92 eV
- Charge: +1
- Calculated total energy: -439.13361 Ha
- Strongest force on any atom: 2.8 eV/Å
- E_HOMO: -14.63 eV
- ΔE to the lowest compared entry with this formula, charge and spin: 22.8 kcal per mole

Cartesian coordinates (Å):
1 N -0.861 1.048 0.259
2 H -1.245 1.843 0.782
3 H -1.488 0.198 0.414
4 H -0.943 0.981 -0.763
5 H 0.154 0.867 0.371
6 H 4.197 -0.444 -1.867
7 H 4.781 -1.247 -0.749
8 O 4.105 -0.571 -0.915
9 H -0.924 -3.507 -2.144
10 H -2.129 -4.061 -2.736
11 O -1.852 -3.260 -2.268
12 H -3.073 -1.435 0.522
13 H -2.049 -1.978 -0.462
14 O -2.228 -1.218 0.111
15 H 1.909 2.350 0.294
16 H 2.546 0.835 0.383
17 O 1.760 1.404 0.366
18 H -1.638 2.737 3.084
19 H -0.090 2.792 2.890
20 O -0.934 2.667 2.429



Computed, not measured: a 6-piece molecular cluster, H14NO5 overall in a non-equilibrium geometry, with ωB97M-V with the def2-TZVPD basis set.

Properties
- Gap between HOMO and LUMO: 10.92 eV
- Charge: +1
- Calculated total energy: -439.12354 Ha
- Strongest force on any atom: 1.3 eV/Å
- E_HOMO: -14.11 eV
- ΔE to the lowest compared entry with this formula, charge and spin: 29.1 kcal per mole

Cartesian coordinates (Å):
1 N -0.977 0.369 1.233
2 H -1.932 0.368 0.812
3 H -0.793 1.140 1.888
4 H -0.801 -0.523 1.679
5 H -0.388 0.562 0.414
6 H 0.827 0.202 -4.125
7 H 1.912 0.392 -3.039
8 O 0.962 0.383 -3.190
9 H 3.420 -1.274 2.158
10 H 4.359 -1.069 0.977
11 O 3.752 -0.600 1.557
12 H 2.489 1.139 0.942
13 H 1.581 2.400 0.761
14 O 1.823 1.551 0.377
15 H -1.329 -1.293 -1.810
16 H -1.299 -2.706 -1.093
17 O -1.289 -1.756 -0.971
18 H -4.230 0.588 1.144
19 H -4.399 -0.047 -0.168
20 O -3.689 0.175 0.453



Computed, not measured: H14NaO11S as an isolated structure in a non-equilibrium geometry, with ωB97M-V with the def2-TZVPD basis set.

Properties
- Gap between HOMO and LUMO: 4.70 eV
- Charge: -1
- Calculated total energy: -1396.65044 Ha
- Strongest force on any atom: 7.1 eV/Å
- E_HOMO: -3.48 eV
- ΔE to the lowest compared entry with this formula, charge and spin: 42.6 kcal per mole

Cartesian coordinates (Å):
1 Na -0.774 -0.125 -0.276
2 S 1.195 2.052 0.999
3 O 1.549 2.309 2.354
4 O 0.001 2.798 0.586
5 O 2.356 2.572 0.243
6 O 0.971 0.641 0.773
7 O 0.407 0.201 -2.131
8 H 0.424 -0.577 -2.762
9 H 0.187 1.025 -2.596
10 O -2.202 1.840 0.023
11 H -1.368 2.234 0.412
12 H -2.267 2.190 -0.871
13 O 1.262 -0.766 2.787
14 H 2.212 -0.647 2.938
15 H 1.038 -0.246 2.009
16 O -0.327 -2.384 -0.480
17 H 0.499 -2.454 -0.970
18 H -0.215 -2.847 0.361
19 O 2.933 -0.643 -0.303
20 H 2.194 -0.096 0.035
21 H 2.551 -1.017 -1.110
22 O -1.739 -0.909 1.684
23 H -1.198 -1.553 2.115
24 H -2.277 -1.466 1.094
25 O -2.564 -0.575 -1.975
26 H -2.189 -0.070 -2.676
27 H -2.659 -1.487 -2.263



Computed, not measured: a 7-piece molecular cluster, H14O6S2 overall, with ωB97M-V with the def2-TZVPD basis set.

Properties
- Gap between HOMO and LUMO: 8.51 eV
- SMILES: SS.O.O.O.O.O.O
- Calculated total energy: -1256.16383 Ha
- Strongest force on any atom: 0.7 eV/Å
- E_HOMO: -8.38 eV
- ΔE to the lowest compared entry with this formula, charge and spin: 38.4 kcal per mole

Cartesian coordinates (Å):
1 S -3.147 0.074 0.335
2 S -2.681 -1.718 -0.577
3 H -2.549 0.836 -0.589
4 H -3.436 -2.437 0.252
5 O 3.236 1.871 -3.246
6 H 3.357 1.758 -2.297
7 H 3.855 2.530 -3.573
8 O 3.285 0.578 0.561
9 H 2.638 1.060 1.091
10 H 4.095 0.706 1.064
11 O 4.551 0.429 4.046
12 H 3.880 -0.138 4.449
13 H 5.183 -0.179 3.646
14 O -0.526 1.140 4.103
15 H -0.546 0.230 4.407
16 H -0.120 1.663 4.803
17 O 0.479 2.899 -2.446
18 H 0.382 2.520 -1.556
19 H 1.440 3.005 -2.532
20 O -1.319 -4.177 -2.915
21 H -1.201 -3.307 -3.324
22 H -0.742 -4.132 -2.144



Computed, not measured: a 7-piece molecular cluster, H14O7 overall in a non-equilibrium geometry, with ωB97M-V with the def2-TZVPD basis set.

Properties
- Gap between HOMO and LUMO (alpha / beta): 2.30 / 10.22 eV
- Charge: -1
- Calculated total energy: -535.05285 Ha
- Strongest force on any atom: 1.2 eV/Å
- E_HOMO (alpha / beta): 0.52 / -7.48 eV
- Multiplicity: 2
- ΔE to the lowest compared entry with this formula, charge and spin: 10.7 kcal per mole

Cartesian coordinates (Å):
1 O 13.107 19.914 15.451
2 H 13.524 19.823 14.595
3 H 12.289 20.378 15.272
4 O 10.507 18.388 12.956
5 H 11.298 17.882 12.771
6 H 10.824 19.181 13.390
7 O 13.800 18.556 11.287
8 H 14.623 18.073 11.218
9 H 13.129 17.878 11.364
10 O 9.099 16.416 15.082
11 H 9.679 17.174 15.007
12 H 9.171 15.974 14.236
13 O 10.644 21.788 12.039
14 H 11.419 21.814 11.478
15 H 9.908 21.884 11.434
16 O 10.476 21.078 14.742
17 H 9.782 21.496 15.253
18 H 10.401 21.469 13.871
19 O 12.202 16.459 12.047
20 H 12.097 15.703 12.626
21 H 11.502 16.365 11.401



Computed, not measured: a 7-piece molecular cluster, H14O7 overall in a non-equilibrium geometry, with ωB97M-V with the def2-TZVPD basis set.

Properties
- Gap between HOMO and LUMO: 11.13 eV
- SMILES: O.O.O.O.O.O.O
- Calculated total energy: -535.06373 Ha
- Strongest force on any atom: 2.4 eV/Å
- E_HOMO: -11.03 eV
- ΔE to the lowest compared entry with this formula, charge and spin: 37.7 kcal per mole

Cartesian coordinates (Å):
1 O 18.603 -6.828 15.534
2 H 17.674 -7.028 15.474
3 H 18.910 -6.062 15.074
4 O 15.380 -8.779 13.694
5 H 14.610 -9.205 13.985
6 H 15.585 -9.172 12.881
7 O 15.748 -12.381 14.936
8 H 16.330 -13.102 14.836
9 H 16.401 -11.659 14.833
10 O 17.034 -10.042 15.611
11 H 16.554 -9.787 14.824
12 H 17.942 -9.984 15.325
13 O 14.849 -10.783 17.558
14 H 15.585 -10.872 16.917
15 H 14.188 -11.453 17.265
16 O 15.649 -7.281 16.474
17 H 15.620 -8.234 16.501
18 H 14.893 -7.042 15.946
19 O 20.148 -8.159 13.388
20 H 20.842 -7.491 13.292
21 H 19.680 -7.959 14.197



Computed, not measured: a 7-piece molecular cluster, H14O7 overall in a non-equilibrium geometry, with ωB97M-V with the def2-TZVPD basis set.

Properties
- Gap between HOMO and LUMO: 10.90 eV
- SMILES: O.O.O.O.O.O.O
- Calculated total energy: -535.01725 Ha
- Strongest force on any atom: 1.0 eV/Å
- E_HOMO: -11.31 eV
- ΔE to the lowest compared entry with this formula, charge and spin: 66.9 kcal per mole

Cartesian coordinates (Å):
1 O 0.022 -0.873 0.969
2 H -0.645 -0.533 0.363
3 H 0.782 -0.297 0.829
4 O -2.000 -1.317 3.056
5 H -1.798 -1.210 3.992
6 H -2.087 -0.414 2.730
7 O -0.692 1.001 -2.501
8 H -0.850 1.267 -1.588
9 H -1.525 1.188 -2.948
10 O 5.521 -0.897 1.316
11 H 5.113 -0.216 1.863
12 H 4.835 -1.568 1.226
13 O 2.241 -3.579 -2.233
14 H 1.595 -3.527 -1.520
15 H 1.732 -3.379 -3.026
16 O -1.681 3.644 -0.733
17 H -1.430 3.442 -1.641
18 H -1.090 3.101 -0.200
19 O -3.249 1.781 0.001
20 H -2.304 1.944 0.092
21 H -3.626 2.121 0.821



Computed, not measured: a 7-piece molecular cluster, H14O7 overall, with ωB97M-V with the def2-TZVPD basis set.

Properties
- Gap between HOMO and LUMO: 10.95 eV
- SMILES: O.O.O.O.O.O.O
- Calculated total energy: -535.03733 Ha
- Strongest force on any atom: 0.5 eV/Å
- E_HOMO: -11.03 eV
- ΔE to the lowest compared entry with this formula, charge and spin: 54.3 kcal per mole

Cartesian coordinates (Å):
1 O -0.017 0.772 -0.092
2 H -0.963 0.946 -0.156
3 H 0.045 0.045 0.538
4 O 0.669 4.844 -0.011
5 H 0.580 5.006 0.935
6 H 0.243 5.606 -0.420
7 O 3.640 -2.287 1.617
8 H 3.322 -2.372 0.711
9 H 3.431 -3.138 2.020
10 O 0.417 -1.650 -1.373
11 H 1.037 -1.243 -1.989
12 H 0.766 -2.540 -1.243
13 O 4.176 0.461 -0.070
14 H 3.862 0.290 -0.966
15 H 4.129 -0.399 0.363
16 O -3.634 -1.210 -1.190
17 H -2.960 -0.607 -1.524
18 H -3.373 -2.070 -1.539
19 O -5.364 -0.093 1.771
20 H -4.933 0.571 1.221
21 H -5.073 -0.933 1.397



Computed, not measured: a 7-piece molecular cluster, H14O7 overall in a non-equilibrium geometry, with ωB97M-V with the def2-TZVPD basis set.

Properties
- Gap between HOMO and LUMO: 11.85 eV
- SMILES: O.O.O.O.O.O.O
- Calculated total energy: -535.08998 Ha
- Strongest force on any atom: 4.6 eV/Å
- E_HOMO: -11.31 eV
- ΔE to the lowest compared entry with this formula, charge and spin: 21.3 kcal per mole

Cartesian coordinates (Å):
1 O -2.361 1.026 -1.415
2 H -1.439 0.798 -1.017
3 H -2.331 0.804 -2.361
4 O -1.612 -0.916 1.624
5 H -1.709 -0.649 2.570
6 H -2.427 -0.689 1.164
7 O -3.894 -0.297 0.122
8 H -4.756 0.079 0.619
9 H -3.502 0.334 -0.492
10 O 0.106 0.399 -0.117
11 H -0.399 -0.092 0.573
12 H 0.507 -0.367 -0.624
13 O 3.836 -0.332 -0.150
14 H 3.903 -0.858 0.737
15 H 3.325 0.460 0.179
16 O 2.342 1.670 0.891
17 H 1.472 1.311 0.578
18 H 2.506 2.486 0.419
19 O 1.690 -1.581 -1.109
20 H 2.452 -1.065 -0.698
21 H 1.530 -2.322 -0.417